Record 1
# C4H7NO

A structure of composition C4H7NO (the ωB97M-V functional and the def2-TZVPD basis, the OMol25 dataset).

Structure (ORCA input):
```
! RIJCOSX wB97M-V def2-TZVPD def2/J DEFGRID3
* xyz 0 1
N 1.956 1.052 0.451
C 1.242 0.079 0.116
O -0.061 0.301 -0.257
C -0.934 -0.769 -0.406
C -0.991 -1.780 0.446
C -0.902 1.860 -0.749
H 2.903 0.737 0.653
H 1.504 -0.980 0.038
H -1.560 -0.609 -1.275
H -1.692 -2.586 0.263
H -0.386 -1.824 1.346
H 0.050 2.395 -0.931
H -1.128 2.124 0.304
*
```

Values from the calculation:
ΔE to the lowest compared entry with this formula, charge and spin: 144.73 kcal/mol



Record 2
# C10H11N3S

A structure of composition C10H11N3S at a distorted geometry (the ωB97M-V functional and the def2-TZVPD basis, the OMol25 dataset).

Structure (ORCA input):
```
! RIJCOSX wB97M-V def2-TZVPD def2/J DEFGRID3
* xyz 0 1
C 1.746 -2.388 3.874
C 1.100 -1.994 2.473
C 1.353 -0.816 2.017
C 0.762 -0.401 0.836
C -0.241 -1.408 0.509
C -1.209 -1.223 -0.700
C -0.720 0.926 -2.029
C -0.054 1.576 -3.180
C -0.908 3.636 -2.242
C -1.636 2.943 -1.337
H 2.143 -1.280 4.459
H 0.689 -2.929 4.455
H 2.638 -3.208 3.704
H 2.248 -0.364 2.364
H 1.162 0.474 0.424
H -1.671 -2.162 -1.326
H -1.929 -0.635 -0.109
H -0.053 -0.989 -2.391
H 0.357 0.966 -3.951
H -1.060 4.614 -2.743
H -2.351 3.267 -0.515
N -0.616 -0.441 -1.814
N -0.164 2.866 -3.121
N -1.425 1.638 -1.303
S -0.160 -2.669 1.648
*
```

Values from the calculation:
ΔE to the lowest compared entry with this formula, charge and spin: 87.30 kcal/mol



Record 3
# C3H8INOS

An isolated molecule of C3H8INOS at a distorted geometry (the ωB97M-V functional and the def2-TZVPD basis, the OMol25 dataset).

Structure (ORCA input):
```
! RIJCOSX wB97M-V def2-TZVPD def2/J DEFGRID3
* xyz 0 1
C -0.389 -1.142 -1.459
C -0.259 1.285 1.706
C 0.460 -1.501 -0.254
N 0.215 2.069 -0.654
O 1.212 -0.484 0.233
S 1.015 1.296 0.406
I -0.908 -2.340 1.315
H -1.076 -0.333 -1.219
H 0.266 -0.809 -2.263
H -0.959 -2.004 -1.797
H -0.191 2.251 2.199
H -0.055 0.492 2.416
H -1.237 1.178 1.254
H 1.123 -2.345 -0.455
H 0.783 2.385 -1.428
*
```

Values from the calculation:
ΔE to the lowest compared entry with this formula, charge and spin: 24.78 kcal/mol



no.,LUMO (eV)
1,0.7335
2,0.7246
3,0.5719